# C53H57ClGeNNbO2S2Si

A molecular structure, C53H57ClGeNNbO2S2Si at a distorted geometry (wB97M-V/def2-TZVPD, the OMol25 dataset).

As for the gap between HOMO and LUMO: 4.231 eV. The HOMO energy comes out at -0.71 eV. Its energy above the lowest of the compared OMol25 structures with the same formula, charge and spin is 4.224 eV. As for the total charge: -2. As for the multiplicity: 1. The calculation puts the LUMO energy at 3.518 eV. The energy is -161604.255 eV.

```
119
Properties=species:S:1:pos:R:3:forces:R:3
Nb -0.5812 0.2637 0.6551 1.845 2.791 2.506
C -1.6129 -0.2872 2.6090 0.714 0.326 0.439
Si -3.3696 -0.7300 3.0015 1.085 0.106 0.901
C -4.9236 0.0206 2.2285 0.210 1.792 -0.360
N -5.4046 -0.6338 1.0405 0.058 -0.296 -2.006
C -6.4236 -1.6680 1.0583 -0.427 0.979 0.764
C -6.5911 -2.3533 -0.2927 -1.202 -0.611 -0.195
C -6.9454 -1.4081 -1.4362 -0.519 1.224 0.448
C -6.1550 -0.0639 -1.2625 -0.151 0.434 -0.902
C -4.9687 -0.1299 -0.2891 0.021 -0.212 0.993
C -3.5032 -2.5930 3.1196 -1.427 0.475 -0.640
C -4.3521 -3.2192 4.0548 1.719 -1.479 -0.459
C -4.0708 -4.5656 4.3800 -1.077 1.200 -0.554
C -3.2161 -5.2929 3.5816 0.568 -0.016 0.400
C -2.5288 -4.6890 2.5446 0.530 -0.649 -1.212
C -2.6935 -3.3472 2.2668 0.320 0.192 0.302
C -3.4371 -0.1499 4.7940 -1.727 0.751 0.421
C -3.6014 -0.8929 5.9489 0.552 0.727 0.897
C -3.5210 -0.2630 7.2218 0.358 -0.858 -0.868
C -3.2399 1.0839 7.3250 -0.266 -0.459 -0.308
C -3.3041 1.8697 6.1567 0.665 0.668 2.337
C -3.4893 1.2648 4.9769 -0.314 -0.868 -2.028
H -0.9195 -1.1477 2.8308 -1.028 0.682 0.143
H -1.2629 0.5600 3.2792 -0.791 -0.916 -0.654
H -4.6189 1.0702 1.8807 -0.366 -1.123 0.678
H -5.7107 0.1943 3.0091 0.291 -0.326 -0.547
H -7.3986 -1.1828 1.3523 0.235 -0.492 -0.114
H -6.1856 -2.3965 1.8495 -0.091 -0.005 -0.245
H -7.4005 -3.1391 -0.2726 0.882 0.560 0.389
H -5.6692 -2.8416 -0.5462 0.575 -0.416 -0.035
H -8.0431 -1.1594 -1.4376 0.853 -0.257 0.192
H -6.7848 -1.8842 -2.4071 0.317 0.033 0.089
H -6.8482 0.6998 -0.8609 0.263 -0.311 -0.141
H -5.8414 0.3151 -2.2746 -0.056 -0.263 0.908
H -4.4625 0.8431 -0.1436 -0.667 -0.230 -0.097
H -4.1294 -0.7334 -0.6638 -0.145 -0.341 -0.351
H -5.1622 -2.7307 4.5608 0.052 0.515 0.270
H -4.5795 -4.9815 5.2320 -0.188 -0.468 0.071
H -3.0181 -6.3218 3.8036 0.069 -0.464 0.145
H -1.8256 -5.2733 1.9220 -0.538 0.243 0.403
H -2.1543 -2.8637 1.4261 -0.112 -0.321 0.837
H -3.7155 -1.9688 5.9382 0.149 0.091 -0.073
H -3.5613 -0.9564 8.0578 0.025 0.452 0.301
H -2.9840 1.4833 8.2856 -0.068 0.417 0.341
H -3.1155 2.9453 6.2275 -0.379 -0.277 -0.076
H -3.7395 1.8970 4.1253 0.647 -0.098 -0.201
Cl -2.3630 2.1155 0.5681 -0.172 -0.055 -0.504
C 0.1944 4.1945 1.6405 0.251 -2.476 -0.414
O 1.0988 3.0463 1.4740 0.248 2.268 0.666
H -0.2662 4.3699 0.6699 -0.423 0.236 0.150
H 0.8626 4.9878 1.9121 0.225 0.500 0.146
H -0.5422 3.9936 2.4427 0.218 0.093 -0.552
O -0.6640 0.2606 -1.4094 1.185 -0.673 -3.568
S -0.0472 -0.6551 -2.5632 -1.657 1.695 1.291
C -1.6145 -0.7522 -3.4874 -0.770 -1.078 -1.634
C -2.2722 0.4730 -4.1462 -0.965 0.162 0.745
C -2.8087 1.4394 -3.2777 1.383 1.203 -0.264
C -3.4128 2.6391 -3.7578 -0.003 -1.520 -0.323
C -3.5507 2.8371 -5.1413 1.052 -0.670 0.148
C -3.0367 1.8101 -5.9983 -1.380 1.050 -0.745
C -2.5860 0.6000 -5.5168 1.082 -0.119 1.047
C 1.0652 0.2493 -3.8484 0.315 -1.047 0.477
C 0.9862 1.7321 -3.9156 -0.433 1.890 0.061
C 1.0232 2.5684 -2.7686 0.253 -0.502 -0.077
C 1.2565 3.9285 -2.8917 -0.408 -0.528 -1.430
C 1.2951 4.5047 -4.1710 0.599 0.514 1.669
C 1.0895 3.7704 -5.2895 -0.660 -1.074 -0.553
C 0.8623 2.3997 -5.1583 0.250 -0.726 0.528
H -2.3489 -1.1348 -2.7598 0.622 0.073 0.102
H -1.4879 -1.5977 -4.2199 0.008 0.816 0.400
H -2.4736 1.3889 -2.2292 -0.772 0.002 -0.319
H -3.7998 3.3070 -2.9967 0.093 0.244 -0.267
H -3.9650 3.7773 -5.5486 0.296 -0.719 0.214
H -3.0785 1.9368 -7.1071 -0.215 -0.053 1.025
H -2.4166 -0.2445 -6.1684 0.357 0.092 -0.318
H 0.7577 -0.1707 -4.8169 -0.200 -0.112 0.266
H 2.1051 -0.2026 -3.6581 -1.418 1.031 0.141
H 0.8202 2.1706 -1.7783 0.544 -0.246 0.030
H 1.4035 4.5354 -2.0321 -0.090 0.328 0.639
H 1.4962 5.5527 -4.2416 0.085 0.544 -0.106
H 1.0581 4.2481 -6.2585 -0.081 -0.072 -0.103
H 0.5264 1.8303 -6.0135 0.398 -0.192 -0.260
C 0.7682 1.7577 1.3234 -1.062 -3.707 -0.109
Ge 5.0552 -0.4821 0.0232 -1.427 0.485 -0.636
C 5.8190 -2.3046 -0.1417 0.582 -0.811 0.346
C 6.9480 -2.5721 -0.9268 -0.158 0.334 -0.163
C 7.3908 -3.8581 -1.2255 -0.102 0.591 0.542
C 6.7466 -4.9332 -0.6427 -0.657 -0.570 0.345
C 5.6289 -4.7321 0.1941 0.570 0.871 -0.432
C 5.1781 -3.4135 0.4448 0.320 -0.735 0.339
C 5.8471 0.2877 -1.7182 0.405 -0.318 0.629
C 5.7106 -0.3949 -2.9365 0.435 0.332 0.562
C 6.1325 0.1595 -4.1397 -0.479 -1.209 -0.232
C 6.6930 1.4099 -4.1662 0.003 1.312 0.038
C 6.7977 2.1385 -2.9760 -0.166 -0.928 -0.189
C 6.4352 1.5495 -1.7770 -0.160 0.463 0.366
C 6.0339 0.3921 1.5384 0.720 -0.553 -0.879
C 5.5609 1.6085 2.0063 -0.575 0.663 0.507
C 6.0890 2.2364 3.1411 0.599 -0.787 -0.675
C 7.2274 1.6752 3.7184 -0.144 0.404 0.560
C 7.7301 0.4855 3.2309 1.171 -1.095 -0.024
C 7.1425 -0.1879 2.1596 0.028 0.501 0.147
H 1.6407 1.1689 1.7589 -0.659 0.524 -0.775
H 7.4749 -1.6994 -1.3201 0.001 -0.374 -0.097
H 8.2669 -3.9581 -1.8440 0.198 -0.292 -0.151
H 7.1017 -5.9565 -0.7931 -0.090 0.269 -0.117
H 5.1553 -5.6186 0.6096 -0.085 0.295 0.172
H 4.3836 -3.2485 1.1940 0.160 -0.080 -0.733
H 5.4002 -1.4234 -2.8705 -0.464 -0.265 -0.335
H 5.9862 -0.4285 -5.0581 0.257 0.319 0.299
H 6.9929 1.8726 -5.0992 -0.004 -0.046 -0.076
H 7.1272 3.1507 -2.9545 0.498 0.625 -0.219
H 6.6096 2.1166 -0.8532 -0.198 -0.197 -0.252
H 4.7154 2.0706 1.4857 0.100 -0.184 0.251
H 5.6584 3.1309 3.5460 -0.154 0.391 0.009
H 7.7297 2.1590 4.5644 -0.265 -0.147 -0.252
H 8.6546 0.0506 3.6669 -0.645 0.378 -0.135
H 7.5787 -1.1139 1.7571 -0.234 0.374 0.330
S 0.4869 -1.6473 0.6851 0.399 -0.610 -0.379
```
Positions in Å, forces in eV/Å.